No. 1
The molecule C5H7NOS at a distorted geometry, computed with wB97M-V/def2-TZVPD.

XYZ file:
```
15
Properties=species:S:1:pos:R:3:forces:R:3
C 1.67120 -1.73773 -0.00097 -1.545 -1.232 -0.230
C 0.38298 0.75247 0.72753 0.894 -1.557 -2.063
C 0.68265 0.36253 -0.81348 -0.042 1.262 3.164
C -1.06873 0.98307 1.05235 -0.334 -0.081 2.464
C 1.25039 -0.80947 -1.02570 0.798 0.512 1.204
N 1.73890 -2.69949 0.63842 0.588 0.790 -0.008
O -1.89208 0.02265 -1.21822 -1.109 -4.889 1.268
S -1.94596 -0.42335 0.47349 -1.006 1.157 -0.351
H 0.77540 -0.17376 1.21251 -0.308 1.279 0.433
H 0.96133 1.63979 0.88511 0.615 0.418 0.543
H -2.06037 -1.03461 -1.33489 0.650 3.566 -1.438
H 0.66195 1.17715 -1.52583 -0.490 -0.445 -0.383
H -1.38750 1.05452 2.18922 1.227 -0.358 -1.912
H -1.40038 1.94368 0.69194 -0.551 0.097 -0.650
H 1.63022 -1.05744 -1.95147 0.612 -0.520 -2.042
```
Positions in Å, forces in eV/Å.

---

No. 2
C8H27CsN4O6 as an isolated structure at a distorted geometry, computed with wB97M-V/def2-TZVPD.

XYZ file:
```
46
Properties=species:S:1:pos:R:3:forces:R:3
Cs -17.68326 -28.98558 -6.19810 0.144 0.128 0.438
O -14.51219 -28.83832 -5.31988 -0.780 0.205 -0.020
H -15.04765 -29.02355 -6.09667 0.345 -0.006 -0.035
C -15.30482 -25.34670 -5.66387 -1.313 1.953 0.191
O -15.62280 -24.15488 -5.71342 0.590 -0.561 -0.264
N -15.50906 -26.06993 -4.54441 0.172 -2.569 0.529
N -14.85376 -26.04739 -6.74047 -0.655 0.352 0.516
H -15.87146 -25.74610 -3.67132 -0.045 0.786 -0.211
H -15.30940 -27.07695 -4.57363 0.233 0.574 -0.021
H -14.57071 -26.99630 -6.57363 0.722 -0.027 -0.492
H -14.61059 -25.44590 -7.50675 0.339 -0.536 -0.254
C -13.56796 -32.16133 -4.51055 0.381 -1.841 0.401
O -13.39764 -33.38150 -4.38459 -0.124 0.861 -0.041
N -13.27782 -31.27418 -3.52384 -0.396 -0.153 -0.282
N -14.06099 -31.61876 -5.64650 -0.100 -0.085 0.155
H -12.68672 -31.63128 -2.79625 0.075 0.387 0.059
H -13.35345 -30.31282 -3.79960 0.494 0.310 0.548
H -14.14265 -30.60262 -5.67217 -0.199 -0.248 -0.488
H -14.29219 -32.31909 -6.32860 -0.042 0.470 -0.321
C -11.37742 -28.72504 -9.39946 -0.739 0.033 -0.339
C -11.93778 -29.20302 -8.04326 1.470 0.873 -1.148
O -13.03046 -28.38173 -7.70191 -0.335 -0.470 0.196
H -10.49275 -29.28995 -9.69094 -0.056 -0.084 0.001
H -11.14384 -27.66086 -9.47922 0.253 0.008 0.790
H -12.13613 -28.79720 -10.18566 -0.015 -0.560 0.024
H -11.11735 -29.08256 -7.32897 -0.209 -0.099 0.321
H -12.17237 -30.26910 -8.10602 -0.280 0.022 0.050
H -13.29359 -28.65737 -6.80712 -0.003 0.282 0.157
C -15.41649 -27.67756 -1.41828 0.026 0.384 -0.087
C -15.69703 -29.15265 -1.64480 0.786 1.558 -0.638
O -16.09602 -29.29495 -3.00784 -0.592 -0.534 0.189
H -14.65647 -27.34194 -2.12887 0.172 -0.130 0.009
H -15.00682 -27.48889 -0.42322 -0.318 0.149 0.031
H -16.29820 -27.07592 -1.64970 -0.095 0.049 0.446
H -16.49348 -29.48830 -0.98692 0.066 -0.393 -0.154
H -14.71988 -29.59821 -1.43572 -0.415 -0.919 -0.061
H -15.39599 -28.99263 -3.61127 0.204 -0.286 -0.113
C -10.30450 -26.56349 -4.16350 -0.809 -0.443 -0.413
C -11.80415 -26.81258 -4.47346 1.361 0.270 0.183
O -12.03476 -28.19242 -4.60406 -0.078 -0.535 0.492
H -10.13524 -26.75823 -3.10578 0.249 0.092 -0.019
H -10.05710 -25.53652 -4.42913 0.092 0.052 0.231
H -9.68030 -27.23303 -4.75579 0.000 0.000 -0.014
H -12.04663 -26.31525 -5.41650 -0.329 0.245 0.173
H -12.30688 -26.38542 -3.60026 -0.638 0.094 -0.369
H -12.99287 -28.37725 -4.67920 0.392 0.342 -0.350
```
Positions in Å, forces in eV/Å.

---

No. 3
C35H31N3O4SV as an isolated structure, computed with wB97M-V/def2-TZVPD.

XYZ file:
```
75
Properties=species:S:1:pos:R:3:forces:R:3
V 0.04918 -0.88067 0.50456 0.517 -0.677 0.514
C 0.40299 0.74951 4.97877 0.051 0.006 -0.009
C -0.14875 -0.48622 4.32479 -0.083 -0.007 -0.014
C 0.56184 -1.68112 4.36931 0.026 0.025 0.030
C 0.05971 -2.84931 3.81328 -0.044 -0.053 0.002
C 0.86779 -4.11532 3.81144 0.023 -0.028 0.008
C -1.20295 -2.81508 3.23289 -0.011 -0.012 -0.106
C -1.93755 -1.63868 3.16041 -0.080 0.035 0.068
C -3.34196 -1.64634 2.61727 -0.049 0.017 -0.015
C -1.38967 -0.47038 3.69107 0.074 -0.011 0.035
H 0.29096 0.69241 6.06436 -0.005 -0.021 -0.012
H -0.10553 1.64441 4.62981 -0.028 0.046 -0.024
H 1.46510 0.86371 4.76020 0.005 -0.002 -0.009
H 1.54055 -1.69560 4.83877 0.008 0.007 -0.014
H 1.14851 -4.40965 4.82488 0.009 0.028 0.002
H 1.77888 -3.98514 3.22637 -0.005 0.008 -0.015
H 0.31205 -4.93485 3.35765 -0.008 0.008 0.006
H -1.61019 -3.72392 2.80235 0.003 0.003 -0.008
H -4.06605 -1.72836 3.43139 0.017 -0.013 0.011
H -3.50675 -2.49141 1.94804 0.010 -0.001 -0.001
H -3.57315 -0.72750 2.07696 0.000 0.025 0.009
H -1.95442 0.45662 3.64601 0.010 0.000 -0.009
O 2.32082 -4.18904 0.25200 0.193 0.013 -0.093
C 1.62677 -3.20433 0.08324 -0.435 0.055 -0.208
O 0.68585 -2.76626 0.83476 0.304 -0.243 0.047
C 1.78149 -2.38568 -1.21576 0.248 -0.505 0.189
C 2.65970 -2.84496 -2.21981 -0.063 0.104 0.063
C 2.75617 -2.13196 -3.37314 0.018 0.009 -0.028
C 1.96655 -0.96784 -3.54243 0.116 0.005 -0.236
C 2.02454 -0.17582 -4.71886 0.047 -0.121 0.121
C 1.25096 0.93891 -4.84139 -0.121 0.088 0.094
C 0.37287 1.30848 -3.79351 0.068 0.028 -0.162
C 0.29459 0.56462 -2.65432 0.048 -0.090 0.024
C 1.10149 -0.58886 -2.50330 -0.177 0.137 0.252
N 1.03673 -1.30845 -1.33279 0.207 0.106 -0.215
H 3.21993 -3.74548 -2.01501 0.017 0.004 -0.017
H 3.42458 -2.43652 -4.17026 -0.005 -0.001 0.003
H 2.69732 -0.47927 -5.51187 -0.005 0.012 -0.010
H 1.29931 1.54004 -5.73992 -0.002 0.008 0.005
H -0.24218 2.19382 -3.89332 0.010 0.002 -0.025
H -0.36331 0.85253 -1.84758 0.014 -0.012 0.012
C 3.66297 4.13406 -3.33562 0.006 0.010 -0.053
C 2.96093 3.53746 -2.14783 0.023 0.025 0.010
C 3.30748 2.28142 -1.66785 0.014 -0.048 0.022
C 2.64848 1.72200 -0.58194 0.016 0.053 -0.017
C 1.63022 2.43334 0.03097 0.091 0.136 -0.060
C 1.28171 3.70523 -0.41290 0.065 -0.085 -0.092
C 1.94862 4.24445 -1.49812 -0.044 0.035 0.004
S 0.65583 1.68873 1.29107 -0.031 -0.188 0.049
O 1.40414 0.47848 1.72049 -0.272 0.719 -0.184
O 0.30541 2.69414 2.25139 0.092 -0.060 0.117
N -0.55181 1.04222 0.52490 -0.577 0.053 -0.034
C -1.87479 1.28895 0.21455 0.387 -0.285 -0.028
C -2.55115 2.47672 0.25022 -0.306 0.209 -0.024
C -3.89672 2.54151 -0.18948 0.219 0.102 0.114
C -4.55107 1.44454 -0.66192 -0.012 -0.185 -0.032
C -3.88269 0.19113 -0.70648 -0.232 0.119 -0.004
C -4.49084 -0.99985 -1.17091 -0.096 0.100 -0.004
C -3.78601 -2.16416 -1.18471 0.189 -0.108 0.060
C -2.45299 -2.15996 -0.72504 -0.082 -0.146 -0.101
N -1.85435 -1.07998 -0.28668 -0.646 0.524 -0.015
C -2.55871 0.10804 -0.26255 0.308 0.091 -0.086
H 4.43030 3.46348 -3.72009 -0.008 -0.009 0.009
H 4.14075 5.08102 -3.07939 -0.011 -0.002 0.026
H 2.95701 4.33608 -4.14375 -0.004 -0.007 0.010
H 4.10139 1.72506 -2.15229 -0.004 -0.001 0.001
H 2.92208 0.74378 -0.21024 -0.012 -0.007 0.011
H 0.50035 4.26096 0.08838 0.001 -0.003 0.026
H 1.68140 5.23494 -1.84858 0.003 -0.006 -0.004
H -2.05613 3.36652 0.61616 0.015 -0.014 0.009
H -4.40795 3.49490 -0.15419 0.008 0.006 0.012
H -5.57492 1.51414 -1.00550 -0.006 -0.035 0.004
H -5.52039 -0.97359 -1.50770 0.010 0.033 -0.009
H -4.22429 -3.08946 -1.53047 0.000 0.001 -0.004
H -1.85907 -3.06734 -0.71124 -0.027 -0.007 0.007
```
Positions in Å, forces in eV/Å.

Output
2S+1: 4

---

No. 4
The molecule C4H12N2S at a distorted geometry, computed with wB97M-V/def2-TZVPD.

XYZ file:
```
19
Properties=species:S:1:pos:R:3:forces:R:3
C 0.85146 -1.00191 1.08213 -1.017 -1.700 -0.359
C 0.49422 -0.68712 -1.32862 -0.869 1.038 -1.593
C 1.33755 1.23357 0.12734 2.010 -1.520 1.339
C 0.49140 0.03045 0.01424 -2.782 -1.647 -0.077
N -1.81468 1.76183 -0.09312 -0.946 1.388 -1.604
N -2.29922 -1.22456 -0.11854 0.409 4.416 1.164
S -1.36178 0.36934 0.32486 -2.646 -2.667 -1.666
H 0.18195 -1.91577 1.18119 0.233 1.479 -0.334
H 1.74335 -1.43993 0.71859 1.308 -0.474 -0.235
H 1.06652 -0.64606 2.06057 -0.033 0.741 0.805
H 0.20521 -0.10975 -2.25411 0.092 0.236 1.243
H -0.25251 -1.47118 -1.33233 0.287 -0.558 0.219
H 1.48436 -0.99934 -1.58850 0.684 -0.646 0.212
H 2.33219 0.65878 0.20433 -0.795 1.530 0.080
H 1.42004 1.91190 -0.67137 -0.388 0.647 -1.189
H 1.14058 1.76470 1.05098 0.194 0.140 0.207
H -2.25603 2.05209 -1.03411 1.235 -1.478 2.064
H -3.32673 -0.81095 -0.01867 2.496 -0.714 -0.126
H -1.43790 0.52392 1.67514 0.526 -0.212 -0.152
```
Positions in Å, forces in eV/Å.

---

no.,E_tot (Eh)
1,-722.7866
2,-1011.6559
3,-3159.9059
4,-667.1088